Record 1
Formula: C2H2O3S
Source: OMol25
Level of theory: ωB97M-V/def2-TZVPD

Each line ends with the Mulliken charge.
CARTESIAN COORDINATES (ANGSTROEM)
H 1.9761 -0.6755 0.5914  0.317
O -0.7997 1.2255 -1.1217  -0.474
O 0.5396 0.4547 0.8592  -0.241
C -2.1765 -0.7047 0.1018  0.154
H 1.2717 -0.0409 -1.0171  0.309
C 1.4862 0.0339 0.0342  -0.373
O -1.4556 -1.5984 0.1912  -0.183
S -0.8418 1.3052 0.3609  0.491

## Properties
LUMO level (alpha / beta) = -0.0023 / -0.0527 Ha
relative energy (zero: lowest compared OMol25 entry of this formula, charge and spin) = 426.8 kJ/mol


Record 2
Formula: C2H2O3S
Source: OMol25
Level of theory: ωB97M-V/def2-TZVPD

Each line ends with the Mulliken charge.
CARTESIAN COORDINATES (ANGSTROEM)
O 0.6450 1.1614 0.4037  -0.449
O -0.9306 -1.3825 0.6477  -0.498
S 2.3431 -0.6667 -0.3706  -0.223
C -0.5799 -0.5339 -0.1865  0.605
H 1.6715 1.4034 1.0351  0.423
C 0.7714 0.0210 -0.1732  0.220
O -1.4992 0.1400 -0.9318  -0.469
H -2.4214 -0.1427 -0.4244  0.391

## Properties
LUMO level = -0.0263 Ha
relative energy (zero: lowest compared OMol25 entry of this formula, charge and spin) = 249.3 kJ/mol


Record 3
Formula: C2H2O3S
Source: OMol25
Level of theory: ωB97M-V/def2-TZVPD

Each line ends with the Mulliken charge.
CARTESIAN COORDINATES (ANGSTROEM)
S 1.0500 -0.9287 -0.1834  -0.228
O -2.1412 -0.1326 -0.3931  -0.407
C -0.0621 0.4400 -0.2147  0.298
O -0.2514 1.0465 0.8052  -0.477
H 1.1017 -0.6342 1.1973  0.187
H -0.4976 0.7901 -1.1677  0.252
C -3.1919 0.1806 0.0242  0.721
O -4.1728 0.6633 0.4018  -0.346

## Properties
LUMO level = 0.0166 Ha
relative energy (zero: lowest compared OMol25 entry of this formula, charge and spin) = 75.0 kJ/mol


Record 4
Formula: C2H2O4
Source: OMol25
Level of theory: ωB97M-V/def2-TZVPD

Each line ends with the Mulliken charge.
CARTESIAN COORDINATES (ANGSTROEM)
O -0.5180 -1.0118 0.3223  -0.278
O -2.4669 0.8933 0.3557  -0.357
C -0.3561 -0.2014 -0.7272  -0.019
H 0.2321 -0.7918 0.9482  0.333
H 1.2244 1.0165 -1.0969  0.358
O 0.8424 0.3190 -0.4433  -0.438
C -3.1331 0.0193 0.0561  0.755
O -3.8144 -0.8414 -0.2382  -0.353

## Properties
LUMO level = 0.0195 Ha
relative energy (zero: lowest compared OMol25 entry of this formula, charge and spin) = 207.6 kJ/mol


no.,E (Eh)
1,-701.17786
2,-701.24546
3,-701.31185
4,-378.33517